Entry A
The following is a DFT calculation (ωB97M-V with the def2-TZVPD basis set) of a cluster of 2 separate species, C4H12N2O2 in total.

```
! RIJCOSX wB97M-V def2-TZVPD def2/J DEFGRID3
* xyz 1 2
O -1.080 2.236 -1.846
C -1.314 1.067 -1.717
N -1.311 0.578 -0.443
C -1.363 -0.831 0.013
C -0.066 -1.570 -0.336
C 0.883 -1.734 0.911
N 1.488 -0.521 1.487
H -1.545 0.311 -2.531
H -0.832 1.270 0.104
H -1.608 -0.889 1.132
H -2.269 -1.353 -0.456
H 0.514 -1.019 -1.109
H -0.309 -2.606 -0.812
H 1.782 -2.375 0.657
H 0.373 -2.185 1.819
H 2.047 -0.078 0.738
H 0.800 0.186 1.762
H 1.605 3.036 -0.465
H 0.934 3.638 0.692
O 1.272 2.839 0.401
*
```

## Properties
HOMO energy (alpha / beta) in eV: -14.97 / -13.58

=====

Entry B
The following is a DFT calculation (ωB97M-V with the def2-TZVPD basis set) of a cluster of 2 separate species, C4H12N2O2 in total.

```
! RIJCOSX wB97M-V def2-TZVPD def2/J DEFGRID3
* xyz 1 2
C 0.211 -0.915 -2.062
N -1.019 -0.513 -1.413
C -1.208 -1.126 -0.211
C 0.134 -0.774 0.850
N -0.010 0.615 1.418
C 1.127 1.122 2.138
O 1.212 -1.086 0.431
H 0.473 -1.911 -1.766
H 1.046 -0.228 -1.656
H 0.099 -0.956 -3.158
H -1.301 -2.221 -0.328
H -2.131 -0.775 0.269
H -0.286 -1.393 1.621
H -0.265 1.409 0.656
H 1.783 1.633 1.488
H 0.789 1.823 2.888
H 1.686 0.356 2.614
H -0.921 0.617 -1.234
H -0.490 2.277 -1.840
O -0.505 1.992 -0.911
*
```

## Properties
HOMO energy (alpha / beta) in eV: -14.01 / -13.84

=====

Stability summary - winner: entry A; margin: 0.1674 hartree.